DFT (wB97M-V/def2-TZVPD) results for an isolated ion of composition C10H12ClO2S and charge -1.

Results
Gap between HOMO and LUMO, eV: 6.13
E_tot, Ha: -1397.1377
Multiplicity: 1
HOMO, eV: -3.06
Total charge: -1
M, g mol⁻¹: 231.7

CARTESIAN COORDINATES (ANGSTROEM)
C (-2.164, -1.922, -0.200)
C (-1.291, -1.205, -1.076)
C (-1.829, -1.846, 1.188)
C (-0.189, -0.556, -0.639)
C (-0.735, -1.192, 1.639)
C (0.129, -0.442, 0.766)
C (1.978, 3.414, -0.996)
C (1.219, 2.538, -0.006)
C (1.989, 1.257, 0.353)
C (1.163, 0.337, 1.199)
O (-2.660, -3.927, -2.151)
O (-2.772, -4.697, 0.177)
S (-1.981, -4.000, -0.849)
Cl (1.444, 0.539, 2.922)
H (-3.215, -1.973, -0.461)
H (-1.510, -1.235, -2.136)
H (-2.470, -2.362, 1.890)
H (0.454, -0.071, -1.359)
H (-0.518, -1.181, 2.698)
H (1.401, 4.306, -1.240)
H (2.937, 3.728, -0.584)
H (2.166, 2.867, -1.918)
H (0.257, 2.254, -0.438)
H (1.018, 3.101, 0.909)
H (2.272, 0.743, -0.569)
H (2.907, 1.525, 0.882)

Atoms 1-3, force components in eV/Å:
C -0.3 -0.4 -0.2
C 0.2 0.3 -0.2
C 0.1 0.1 0.3

***

DFT (wB97M-V/def2-TZVPD) results for a 2-piece molecular cluster, C10H12FN2 overall.

Results
Gap between HOMO and LUMO, eV: 4.17
E_tot, Ha: -597.5059
Multiplicity: 1
HOMO, eV: -1.55
Total charge: -1
M, g mol⁻¹: 179.2

CARTESIAN COORDINATES (ANGSTROEM)
C (0.653, 0.370, -0.695)
C (0.646, -0.125, -1.797)
C (0.639, -0.718, -3.153)
N (1.892, -0.539, -3.827)
C (1.702, -0.361, -5.203)
N (0.807, -1.361, -5.901)
H (0.361, 0.826, 0.214)
H (0.343, -1.781, -3.025)
H (-0.230, -0.228, -3.656)
H (2.678, -0.444, -5.698)
H (1.312, 0.668, -5.470)
H (-0.151, -1.025, -5.880)
H (1.060, -1.420, -6.883)
F (-0.959, 2.157, 2.158)
C (-0.969, 1.310, 3.204)
C (-1.662, 1.675, 4.342)
C (-1.672, 0.802, 5.421)
C (-0.995, -0.407, 5.350)
C (-0.306, -0.746, 4.192)
C (-0.289, 0.113, 3.103)
H (-2.178, 2.625, 4.374)
H (-2.213, 1.070, 6.319)
H (-1.005, -1.085, 6.193)
H (0.224, -1.686, 4.132)
H (0.237, -0.140, 2.192)

Atoms 1-3, force components in eV/Å:
C -0.5 -0.2 -0.4
C 0.1 0.0 0.2
C 0.4 0.3 0.1

***

DFT (wB97M-V/def2-TZVPD) results for C10H12IN2O2 as an isolated structure.

Results
Gap between HOMO and LUMO, eV: 8.00
E_tot, Ha: -945.5884
Multiplicity: 1
HOMO, eV: -12.85
Total charge: +1
M, g mol⁻¹: 319.1

CARTESIAN COORDINATES (ANGSTROEM)
I (-4.027, -2.768, 2.120)
C (-3.816, -0.813, 1.166)
C (-2.387, -0.522, 1.365)
N (-1.716, -1.005, 0.400)
C (-2.530, -1.637, -0.646)
C (-3.866, -0.951, -0.369)
H (-4.556, -0.230, 1.679)
H (-1.974, 0.030, 2.187)
H (-0.699, -0.947, 0.364)
H (-2.488, -2.712, -0.690)
H (-2.144, -1.267, -1.590)
H (-3.761, 0.049, -0.762)
H (-4.765, -1.456, -0.672)
C (2.780, 2.885, -0.649)
C (1.651, 2.279, -0.111)
C (1.660, 0.916, 0.125)
C (2.780, 0.179, -0.183)
C (3.910, 0.759, -0.721)
C (3.904, 2.126, -0.953)
N (2.732, -1.267, 0.080)
O (1.669, -1.723, 0.499)
O (3.716, -1.924, -0.153)
H (2.785, 3.951, -0.829)
H (0.777, 2.869, 0.128)
H (0.806, 0.415, 0.550)
H (4.780, 0.164, -0.959)
H (4.779, 2.601, -1.374)

Atoms 1-3, force components in eV/Å:
I -0.1 0.2 0.1
C -0.1 -0.7 -0.3
C -1.0 -0.1 0.4

***

DFT (wB97M-V/def2-TZVPD) results for C10H12N10PtS3Sb as an isolated structure.

Results
Gap between HOMO and LUMO (alpha / beta), eV: 6.57 / 5.84
E_tot, Ha: -2490.0538
Multiplicity: 4
HOMO (alpha / beta), eV: -7.48 / -8.15
Expectation value of S²: 3.7718
M, g mol⁻¹: 685.3

CARTESIAN COORDINATES (ANGSTROEM)
Pt (-0.306, -1.432, -1.463)
N (0.832, 1.579, -1.623)
C (-0.114, 1.536, -0.626)
N (-0.389, 2.660, 0.006)
C (-1.189, 2.595, 1.067)
N (-1.369, 3.680, 1.829)
N (-1.876, 1.492, 1.390)
C (-1.545, 0.398, 0.719)
N (-0.645, 0.306, -0.303)
C (-2.324, -0.798, 0.971)
C (-3.409, -0.925, 1.820)
C (-4.058, -2.116, 1.986)
C (-3.591, -3.180, 1.219)
C (-2.538, -2.999, 0.416)
N (-1.882, -1.869, 0.286)
H (1.336, 2.476, -1.844)
H (0.977, 0.858, -2.327)
H (-0.826, 4.471, 1.641)
H (-1.899, 3.701, 2.685)
H (-3.727, -0.090, 2.484)
H (-4.855, -2.248, 2.664)
H (-4.149, -4.108, 1.325)
H (-2.218, -3.802, -0.315)
S (3.383, -1.585, -4.059)
Sb (1.956, -3.128, -3.297)
S (1.455, -3.096, -1.019)
S (-0.174, -2.072, -3.676)
N (4.166, 1.526, -1.368)
C (3.461, 0.935, -0.345)
N (3.300, -0.350, -0.436)
N (3.042, 1.767, 0.585)
C (2.300, 1.260, 1.541)
N (1.616, 0.839, 2.386)
H (4.730, 0.888, -1.924)
H (4.489, 2.428, -1.188)
H (3.372, -0.776, -1.364)
H (2.667, -0.820, 0.153)

Atoms 1-3, force components in eV/Å:
Pt -0.4 -0.9 -0.3
N 0.0 1.4 -0.2
C 1.3 -0.6 -0.9

***

DFT (wB97M-V/def2-TZVPD) results for one molecule with the formula C10H12N2O.

Results
Gap between HOMO and LUMO, eV: 8.50
E_tot, Ha: -572.9222
Multiplicity: 1
HOMO, eV: -7.66
M, g mol⁻¹: 176.2

CARTESIAN COORDINATES (ANGSTROEM)
C (0.895, 1.735, 2.578)
C (1.455, 2.181, 1.435)
C (-0.008, 0.748, 2.599)
C (1.146, 1.539, 0.246)
C (-0.321, 0.037, 1.450)
C (0.238, 0.536, 0.291)
C (1.069, -0.850, -1.566)
C (0.231, -1.977, -2.175)
C (-1.140, -0.345, -1.566)
C (-2.285, 0.247, -1.254)
N (-0.971, -1.183, 1.422)
N (0.045, -0.076, -1.011)
O (-1.021, -1.460, -2.339)
H (1.087, 2.475, 3.362)
H (2.089, 3.005, 1.472)
H (-0.607, 0.563, 3.439)
H (1.174, 1.944, -0.765)
H (1.784, -1.267, -0.772)
H (1.682, -0.317, -2.325)
H (0.546, -2.415, -3.201)
H (0.193, -2.815, -1.573)
H (-0.997, -1.712, 0.582)
H (-3.160, 0.088, -1.830)
H (-2.165, 1.191, -0.755)
H (-0.959, -1.871, 2.255)

Atoms 1-3, force components in eV/Å:
C 0.7 2.8 1.2
C 0.6 -0.8 -2.1
C -1.5 -1.4 -0.1

***

DFT (wB97M-V/def2-TZVPD) results for one molecule with the formula C10H12N2OS.

Results
Gap between HOMO and LUMO, eV: 8.86
E_tot, Ha: -971.1535
Multiplicity: 1
HOMO, eV: -8.17
M, g mol⁻¹: 208.3

CARTESIAN COORDINATES (ANGSTROEM)
C (-3.446, -2.430, -0.659)
C (-0.809, -1.601, -1.122)
C (-1.003, -0.044, -0.937)
C (0.529, -1.727, -1.821)
C (0.997, 1.055, 0.166)
C (0.314, 2.127, 0.707)
C (0.805, 2.755, 1.883)
C (2.011, 2.412, 2.454)
C (2.702, 1.306, 1.903)
C (2.232, 0.653, 0.810)
H (-3.665, -1.367, -0.347)
H (-4.370, -2.893, -0.988)
H (-3.156, -2.960, 0.256)
H (-0.669, -2.004, -0.080)
H (-1.577, 0.393, -1.768)
H (-1.445, 0.322, -0.019)
H (1.874, -0.271, -2.334)
H (-0.640, 2.427, 0.285)
H (0.176, 3.537, 2.363)
H (2.325, 2.978, 3.370)
H (3.630, 0.979, 2.356)
H (2.701, -0.212, 0.444)
N (0.424, 0.452, -0.974)
N (1.220, -0.543, -1.594)
O (0.960, -2.705, -2.430)
S (-2.120, -2.641, -1.923)

Atoms 1-3, force components in eV/Å:
C 0.5 0.7 0.9
C -1.0 0.1 1.6
C 1.1 -0.4 -1.1

***

DFT (wB97M-V/def2-TZVPD) results for C10H12N3 as an isolated structure.

Results
Gap between HOMO and LUMO, eV: 8.07
E_tot, Ha: -552.1098
Multiplicity: 1
HOMO, eV: -12.88
Total charge: +1
M, g mol⁻¹: 174.2

CARTESIAN COORDINATES (ANGSTROEM)
C (-2.984, 1.182, 0.205)
C (-1.896, 1.370, -0.655)
C (-3.024, 0.005, 0.919)
C (-0.810, 0.540, -0.662)
C (-1.980, -0.867, 0.868)
C (-0.887, -0.637, 0.076)
C (2.243, 1.556, -0.416)
C (0.166, -2.760, 0.245)
C (1.675, -0.951, -0.380)
C (3.693, 1.379, 0.085)
N (2.135, 0.251, 0.241)
N (3.557, 0.181, 0.575)
N (0.245, -1.524, -0.003)
H (-3.831, 1.749, 0.447)
H (-1.829, 2.118, -1.403)
H (-3.744, -0.081, 1.685)
H (-0.025, 0.664, -1.438)
H (-2.030, -1.730, 1.504)
H (1.727, 2.380, 0.042)
H (2.024, 1.454, -1.437)
H (1.057, -3.396, 0.664)
H (-0.883, -3.263, 0.219)
H (1.537, -0.658, -1.380)
H (2.437, -1.615, -0.077)
H (4.488, 1.998, 0.182)

Atoms 1-3, force components in eV/Å:
C 1.0 -1.5 -0.2
C -0.5 0.7 0.0
C 0.8 1.1 0.2

***

DFT (wB97M-V/def2-TZVPD) results for C10H12N3 as an isolated structure.

Results
Gap between HOMO and LUMO (alpha / beta), eV: 7.58 / 7.58
E_tot, Ha: -552.0597
Multiplicity: 1
HOMO (alpha / beta), eV: -12.86 / -12.86
Total charge: +1
M, g mol⁻¹: 174.2

CARTESIAN COORDINATES (ANGSTROEM)
C (-1.943, -0.423, 3.274)
C (-0.761, -1.111, 3.014)
C (-2.415, 0.395, 2.382)
C (0.027, -0.927, 1.889)
C (-1.739, 0.582, 1.180)
C (-0.573, -0.153, 0.898)
C (1.689, -0.197, -2.983)
C (2.268, 1.063, -0.896)
C (-0.614, -0.171, -1.672)
C (2.030, 1.081, -2.184)
N (0.671, -0.784, -2.073)
N (1.016, -0.901, -0.780)
N (-0.064, -0.221, -0.408)
H (-2.519, -0.603, 4.246)
H (-0.434, -1.795, 3.678)
H (-3.395, 1.039, 2.563)
H (0.833, -1.556, 1.649)
H (-2.336, 1.142, 0.500)
H (1.183, -0.039, -3.918)
H (2.481, -0.872, -3.075)
H (2.254, 2.145, -0.465)
H (2.486, 0.280, -0.140)
H (-1.025, 0.867, -1.989)
H (-1.389, -0.824, -2.031)
H (2.269, 1.986, -2.656)

Atoms 1-3, force components in eV/Å:
C 0.4 -3.0 4.4
C 0.3 1.6 -1.2
C -3.2 4.5 -2.3

***

DFT (wB97M-V/def2-TZVPD) results for a 2-piece molecular cluster, C10H12N3O2 overall.

Results
Gap between HOMO and LUMO (alpha / beta), eV: 5.66 / 5.66
E_tot, Ha: -702.5710
Multiplicity: 1
HOMO (alpha / beta), eV: -12.08 / -12.08
Total charge: +1
M, g mol⁻¹: 206.2

CARTESIAN COORDINATES (ANGSTROEM)
C (1.504, -3.733, 1.259)
C (0.528, -3.695, 0.298)
C (2.218, -2.632, 1.606)
C (0.075, -2.459, -0.200)
C (1.901, -1.430, 1.013)
C (0.861, -1.335, 0.125)
C (0.089, 0.170, -1.518)
C (0.731, -0.360, -2.535)
C (0.221, 0.845, 0.882)
C (-3.590, 4.484, -0.136)
N (-0.425, 2.084, 0.494)
N (0.588, 0.040, -0.192)
N (-0.218, 2.690, -0.566)
O (0.247, 0.604, 2.037)
O (-2.508, 4.122, -0.548)
H (1.755, -4.867, 1.595)
H (-0.181, -4.540, 0.139)
H (2.898, -2.676, 2.507)
H (-0.802, -2.520, -0.825)
H (2.437, -0.457, 1.403)
H (-0.599, 1.000, -1.743)
H (0.513, 0.034, -3.514)
H (-4.255, 5.293, -0.695)
H (-3.872, 4.260, 0.944)
H (1.722, -0.861, -2.323)
H (-1.067, 2.489, 1.215)
H (-0.772, 3.451, -0.721)

Atoms 1-3, force components in eV/Å:
C 0.9 -4.9 0.0
C -2.6 0.9 -0.1
C 1.1 0.4 2.1

***

DFT (wB97M-V/def2-TZVPD) results for a 2-piece molecular cluster, C10H12N4O overall.

Results
Gap between HOMO and LUMO (alpha / beta), eV: 6.83 / 6.83
E_tot, Ha: -682.2759
Multiplicity: 1
HOMO (alpha / beta), eV: -7.03 / -7.03
M, g mol⁻¹: 204.2

CARTESIAN COORDINATES (ANGSTROEM)
C (-2.180, -0.660, 2.160)
C (-3.240, -0.050, 1.438)
C (-0.928, -0.622, 1.597)
C (-3.011, 0.248, 0.113)
C (-0.702, -0.133, 0.327)
C (-1.783, 0.190, -0.448)
C (0.678, -0.112, -0.212)
C (-0.299, 0.311, -2.399)
C (0.912, 0.555, -1.542)
C (2.600, -0.921, 1.139)
N (1.689, -0.728, 0.365)
N (-1.590, 0.769, -1.696)
N (2.892, 0.547, 2.577)
N (2.248, 0.065, -1.965)
O (3.682, 0.232, 3.467)
H (-2.192, -0.801, 3.209)
H (-4.239, 0.017, 1.720)
H (-0.072, -1.129, 1.948)
H (-3.727, 0.675, -0.486)
H (-0.235, 0.890, -3.280)
H (-0.405, -0.694, -2.638)
H (0.965, 1.683, -1.291)
H (3.072, -1.837, 1.336)
H (-2.321, 0.683, -2.298)
H (3.415, 1.183, 1.706)
H (2.786, 0.580, -2.569)
H (1.984, -0.941, -2.279)

Atoms 1-3, force components in eV/Å:
C -0.3 1.9 -0.2
C 1.9 -1.5 -0.8
C -0.3 -0.6 -0.8

***

DFT (wB97M-V/def2-TZVPD) results for an isolated ion of composition C10H12NO and charge +1.

Results
Gap between HOMO and LUMO (alpha / beta), eV: 6.46 / 5.30
E_tot, Ha: -517.8076
Multiplicity: 3
HOMO (alpha / beta), eV: -10.64 / -13.60
Total charge: +1
Expectation value of S²: 2.0359
M, g mol⁻¹: 162.2

CARTESIAN COORDINATES (ANGSTROEM)
C (-3.309, 1.283, 0.347)
C (-3.226, -0.141, 0.286)
C (-2.089, 2.071, 0.285)
C (-1.969, -0.727, 0.116)
C (-0.850, 1.336, 0.176)
C (1.427, -0.194, 1.063)
C (2.807, -0.339, 0.447)
C (2.643, -0.853, -0.983)
C (1.178, -0.477, -1.273)
C (0.384, -0.730, -0.014)
N (-0.845, 0.000, -0.004)
O (0.985, 0.244, 2.095)
H (-4.189, 1.663, 0.773)
H (-3.964, -0.822, 0.686)
H (-2.143, 3.092, 0.473)
H (-1.733, -1.806, 0.224)
H (0.127, 1.696, 0.395)
H (3.479, 0.573, 0.423)
H (3.378, -1.100, 1.133)
H (3.199, -0.345, -1.742)
H (2.707, -1.945, -1.153)
H (1.217, 0.435, -1.777)
H (0.682, -1.180, -1.972)
H (0.105, -1.734, -0.005)

Atoms 1-3, force components in eV/Å:
C -0.4 -3.0 -0.3
C 1.5 1.6 0.8
C 1.5 -3.1 -0.2

***

DFT (wB97M-V/def2-TZVPD) results for a 2-piece molecular cluster, C10H12NO3S overall.

Results
Gap between HOMO and LUMO (alpha / beta), eV: 8.07 / 7.19
E_tot, Ha: -1066.7985
Multiplicity: 1
HOMO (alpha / beta), eV: -5.26 / -4.25
Total charge: -1
M, g mol⁻¹: 226.3

CARTESIAN COORDINATES (ANGSTROEM)
C (0.976, 0.888, 2.377)
C (1.216, 2.212, 0.429)
C (1.668, 1.875, 3.017)
C (1.950, 3.100, 1.147)
C (0.860, 1.048, 1.061)
C (1.397, -1.043, -2.223)
C (0.401, -0.320, -1.726)
C (-2.051, -2.782, -0.822)
C (-0.762, -2.104, -0.267)
C (-0.599, -0.680, -0.807)
N (2.182, 2.950, 2.458)
O (-2.827, -0.089, -1.608)
O (-2.486, 0.292, 0.760)
O (-1.459, 1.805, -0.916)
S (-1.938, 0.436, -0.578)
H (0.636, 0.144, 2.995)
H (0.842, 2.225, -0.625)
H (1.681, 1.766, 4.116)
H (2.138, 3.980, 0.643)
H (2.067, -0.750, -3.058)
H (1.396, -2.115, -2.018)
H (0.404, 0.722, -1.894)
H (-2.211, -2.416, -1.871)
H (-1.951, -3.831, -0.973)
H (-2.834, -2.619, -0.024)
H (0.242, -2.484, -0.458)
H (-0.938, -2.209, 0.864)

Atoms 1-3, force components in eV/Å:
C 0.6 0.4 -0.2
C -1.0 -2.4 -2.1
C 0.3 0.8 1.8